# 1
23
Properties=species:S:1:pos:R:3:forces:R:3:lowdin_spin:R:1 method="wB97M-V/def2-TZVPD" e_lumo_ev="0.570 / -2.978" molar_mass_g_mol=208.26 multiplicity=3 fmax_ha_per_bohr=0.0929 orbital_gap_ev="7.50 / 5.95" e_tot_ev=-27044.0989 charge=0
C 1.646291 1.023353 0.338943 0.757 1.007 -0.362 0.00
C 0.001579 -2.620363 -0.345908 0.386 0.056 0.947 0.10
C -0.028272 -0.562206 -1.580864 0.986 2.221 0.396 0.07
C -0.298666 -3.294179 -1.505703 -1.566 -0.291 0.266 -0.01
C -0.348744 -1.180247 -2.731745 -0.345 -2.018 -0.555 0.00
C 0.064898 -1.232530 -0.343448 -0.339 0.733 -0.438 0.07
C -0.558000 -2.548604 -2.655246 0.781 -0.857 1.783 0.08
C -0.166971 -0.499116 0.862425 1.860 1.519 0.467 0.55
C -0.558430 1.902800 1.293490 -2.221 2.068 0.886 0.02
C 0.598948 1.021449 1.340865 0.237 -4.768 -0.231 0.05
N 2.597170 0.934024 -0.304195 -0.385 0.111 0.000 0.02
N 1.275697 0.810369 2.589413 1.440 1.602 -0.717 0.03
F -0.983427 -3.236249 -3.684974 -0.626 -0.428 -1.643 0.03
S -0.961617 -1.268800 2.104541 -0.501 -0.356 0.750 0.94
H 0.185215 -3.113257 0.624192 -0.364 -0.050 -0.710 0.01
H 0.221216 0.515040 -1.664420 -0.561 -0.685 0.404 0.00
H -0.742150 -4.294056 -1.352095 0.932 0.226 -0.781 0.00
H -0.528853 -0.758809 -3.688284 0.133 0.865 -0.526 0.00
H -0.575767 2.766796 2.008783 0.859 -0.323 -0.949 0.00
H -1.540281 1.434592 1.591460 1.199 -0.063 -0.632 0.01
H -0.581994 2.187679 0.249228 -0.767 0.656 -0.091 0.00
H 0.688031 0.229953 3.113548 0.019 -1.075 1.530 0.02
H 2.302137 0.600031 2.526740 -1.915 -0.151 0.206 0.00

***

# 2
31
Properties=species:S:1:pos:R:3:forces:R:3:nbo_charge:R:1 method="wB97M-V/def2-TZVPD" e_lumo_ev=2.840 relative_energy_kcal_mol=36.0 molar_mass_g_mol=333.17 multiplicity=1 smiles="N#Cc1cc(=O)[nH]c(=O)n1[C@@H]1O[C@H](CP(=O)([O-])[O-])[C@@H](O)[C@H]1F" fmax_ha_per_bohr=0.1147 orbital_gap_ev=2.53 e_tot_ev=-41325.1052 charge=-2
N 3.629269 -2.043269 -1.463208 -0.915 -0.793 0.276 -0.25
O -1.121804 -5.005558 -2.739354 1.278 -0.157 0.832 -0.63
O -2.113914 -1.031946 -1.104017 1.257 -2.361 -0.214 -0.58
O 0.702208 4.022191 2.285555 2.266 -0.673 -0.299 -1.21
O -0.834792 3.830108 4.220475 0.170 -1.301 0.874 -1.26
O -1.696488 4.243603 1.989601 -2.426 -0.209 -2.531 -1.25
F 1.176801 1.290318 -1.844220 -0.355 -0.778 0.334 -0.36
C 2.521316 -2.365670 -1.362129 0.376 1.961 -0.251 0.24
O 1.128931 2.951266 0.191649 -0.886 -2.337 -2.282 -0.79
O -0.057282 -0.203036 1.098767 -0.305 -2.345 -0.779 -0.55
C -0.692866 -4.022461 -2.100579 -0.307 -4.245 -3.851 0.61
C -1.291449 -1.944821 -1.295842 -1.590 5.128 0.382 0.78
C 0.749789 -3.827568 -1.885402 -0.240 1.328 0.466 -0.31
C 1.091690 -2.571058 -1.451409 -1.691 -1.500 1.115 0.15
N -1.634503 -3.079265 -1.981933 3.765 1.849 4.147 -0.60
N 0.056149 -1.674313 -0.981497 1.914 -1.021 0.211 -0.43
C -0.795434 1.712003 2.542983 0.047 -1.498 -0.092 -0.83
C 0.229951 0.921754 -0.880582 -1.361 0.158 -0.992 0.16
C 0.068960 1.945237 0.247768 2.467 2.493 -1.147 0.02
C 0.488604 -0.429741 -0.201410 1.364 1.665 0.709 0.25
C 0.171864 1.191949 1.522678 1.001 -0.233 1.157 0.09
P -0.652483 3.524709 2.742629 -0.059 3.309 3.643 2.38
H 1.088062 3.460186 1.070182 -0.618 0.638 1.014 0.50
H 1.502447 -4.593034 -2.202840 -1.150 0.897 0.314 0.26
H -2.277105 -2.998067 -2.673916 -2.662 -0.028 -2.010 0.43
H -1.796957 1.584779 2.196898 -0.893 -0.137 -0.553 0.22
H -0.760010 1.137947 3.469729 0.417 0.330 0.218 0.21
H -0.792265 0.893832 -1.345814 1.222 -0.254 -0.170 0.18
H -0.920610 2.388455 0.047877 0.283 0.207 0.834 0.20
H 1.611417 -0.553884 -0.125479 -1.004 -0.050 -0.095 0.17
H 1.220506 1.245352 2.012839 -1.367 -0.045 -1.263 0.20

***

# 3
28
Properties=species:S:1:pos:R:3:forces:R:3:lowdin_spin:R:1 method="wB97M-V/def2-TZVPD" e_lumo_ev="-11.255 / -15.828" molar_mass_g_mol=417.22 multiplicity=5 fmax_ha_per_bohr=0.1278 orbital_gap_ev="5.74 / 5.63" e_tot_ev=-91625.6969 charge=+3
O 0.935941 0.395587 -4.984481 -0.253 -3.065 3.926 0.02
C 0.780639 -0.159743 -3.974685 1.601 4.092 -4.888 0.02
Ru -0.072731 -0.462565 -2.266046 -1.570 -1.423 0.682 0.59
O -1.726153 1.658999 -3.792261 1.700 -3.359 3.457 0.04
C -1.238556 0.898227 -3.054377 -2.007 4.005 -3.707 0.08
C -1.419240 -0.798210 -0.764028 -2.140 -0.540 2.946 0.03
O -2.159090 -0.993252 0.101648 2.409 0.532 -3.074 0.01
C 1.396642 -1.872813 -1.437862 1.791 -1.444 1.343 0.38
O 1.447738 -2.514734 -0.411079 -0.663 1.195 -1.637 0.59
C -0.799024 -1.978352 -3.105325 -2.790 -4.758 -2.745 0.06
O -1.292721 -2.855528 -3.659662 1.505 2.642 1.576 0.04
H 2.224203 -2.189873 -2.174279 -0.641 0.046 0.037 0.12
C 2.221165 -0.655002 1.988281 0.958 -0.256 0.176 0.02
N 0.980990 0.092919 2.135565 -0.420 -1.307 1.247 0.09
C 0.181949 0.085156 3.254248 3.594 -1.668 -0.545 0.26
C -0.887948 0.848417 2.986520 -3.035 2.103 -2.171 0.27
N -0.776870 1.261493 1.680440 -0.691 0.288 0.934 0.08
C -1.718372 2.118612 0.983923 -0.757 0.900 -0.497 0.02
C 0.355938 0.754396 1.131006 0.909 0.992 0.233 0.28
Se 1.068043 1.056747 -0.596688 0.151 1.329 2.017 0.97
H 2.711923 -0.320239 1.067400 -0.125 -0.273 0.084 0.02
H 2.040049 -1.750258 1.990182 0.129 0.763 0.017 0.00
H 2.897895 -0.341089 2.791358 -0.150 -0.339 -0.019 0.00
H 0.444883 -0.473473 4.137346 0.073 -0.023 0.219 0.01
H -1.780052 1.081508 3.565174 0.272 0.005 0.074 0.01
H -2.680115 1.588140 0.852448 0.496 0.415 -0.055 0.00
H -1.859789 3.064391 1.520087 -0.118 -0.372 0.259 0.00
H -1.277341 2.460541 0.035158 -0.226 -0.478 0.112 0.01

***

# 4
27
Properties=species:S:1:pos:R:3:forces:R:3:lowdin_spin:R:1 method="wB97M-V/def2-TZVPD" e_lumo_ev="-15.124 / -15.764" relative_energy_kcal_mol=7.1 molar_mass_g_mol=335.19 multiplicity=4 fmax_ha_per_bohr=0.1468 orbital_gap_ev="4.47 / 5.94" e_tot_ev=-25894.4073 charge=+3
O -1.813450 2.856360 1.069598 4.781 2.518 0.155 0.12
C -0.680375 3.181127 1.059146 -4.826 -3.730 -0.438 0.22
Tc 0.184849 -0.575217 -0.587920 0.361 0.387 1.456 0.91
C 0.476511 -2.337088 0.044987 1.166 -6.839 2.379 0.07
O 0.660268 -3.432456 0.419151 -0.823 5.058 -1.722 0.10
C 0.057602 -1.475511 -2.359401 -0.461 -1.916 -4.738 0.06
O -0.083401 -2.110672 -3.308927 0.556 2.247 3.454 0.08
C 1.857056 0.413282 -0.333852 6.136 2.819 0.328 0.12
O 2.868039 0.952586 -0.102103 -4.150 -2.113 -0.860 0.10
C -1.701417 -0.126954 -0.537551 -7.510 0.771 0.020 0.10
O -2.857570 0.045293 -0.512720 5.219 -0.521 -0.056 0.07
H 0.184875 2.348782 0.885568 -0.291 1.507 -0.285 0.08
C 1.137967 1.745726 4.664602 -0.266 0.642 -0.461 0.05
C 0.601241 0.801179 3.660734 2.111 1.963 0.923 0.21
C -0.374624 -0.161824 3.861590 -1.254 -1.375 0.187 0.31
C -0.611737 -0.744876 2.630622 -0.264 -0.767 -0.811 -0.01
N 0.194281 -0.169978 1.691237 -1.320 -1.148 0.184 0.32
N 0.944932 0.718130 2.377099 1.499 1.966 0.573 0.04
C -1.571902 -1.866261 2.456079 -0.431 0.081 -0.074 -0.01
H 0.342638 2.034121 5.377482 0.219 -0.315 -0.206 0.01
H 1.939148 1.292974 5.278084 -0.087 -0.146 -0.131 0.03
H 1.534651 2.676129 4.218424 0.053 -0.513 0.098 0.00
H -0.831142 -0.437464 4.789630 -0.226 0.034 0.379 0.01
H 1.753314 1.224075 1.999090 -0.373 -0.440 -0.107 0.00
H -1.044892 -2.828466 2.396756 -0.167 0.195 0.029 0.00
H -2.202730 -1.869573 3.363056 0.151 -0.234 -0.548 0.00
H -2.228832 -1.743924 1.582639 0.197 -0.133 0.271 0.00

***

# 5
21
Properties=species:S:1:pos:R:3:forces:R:3:nbo_charge:R:1 method="wB97M-V/def2-TZVPD" e_lumo_ev=0.221 relative_energy_kcal_mol=55.0 molar_mass_g_mol=159.19 multiplicity=1 smiles=Cc1ccc2cccc(O)c2n1 fmax_ha_per_bohr=0.1073 orbital_gap_ev=8.40 e_tot_ev=-14051.3117 charge=0
C 3.130772 1.054160 -0.118220 2.520 -4.854 0.724 -0.65
C 1.910511 0.167448 0.043639 -2.814 2.233 -1.933 0.25
C 1.818902 -1.264388 0.008415 1.382 -0.414 -0.193 -0.28
C 0.557328 -1.830024 0.049813 -0.653 1.625 2.318 -0.12
C -0.537489 -0.932464 0.426199 -2.188 -2.863 -4.082 -0.08
C -1.883462 -1.504443 0.107072 -1.737 4.167 0.737 -0.21
C -3.055267 -0.752828 -0.145499 1.942 2.535 -0.338 -0.21
C -2.843657 0.745718 -0.120952 0.154 -2.046 0.423 -0.26
C -1.596830 1.204825 0.164021 0.812 2.597 -1.174 0.28
C -0.433376 0.422079 0.159729 1.892 -1.666 1.657 0.11
H 3.954545 0.446929 -0.720962 -1.792 1.720 0.225 0.22
H 2.954427 2.099884 -0.360225 0.138 -0.418 0.288 0.26
H 3.598877 0.722012 0.850192 0.068 1.842 -0.086 0.24
H 2.812107 -1.822191 -0.106560 -1.777 0.579 0.018 0.23
H 0.198321 -2.865125 0.024479 1.088 0.168 -0.264 0.23
H -2.113390 -2.482929 0.088359 0.242 -3.678 0.035 0.20
H -4.066095 -1.111254 -0.527871 1.735 0.059 0.867 0.23
H -3.565066 1.520407 -0.343992 -0.425 -0.351 0.109 0.23
H -0.367838 2.661162 0.380718 1.247 -0.125 0.098 0.50
N 0.802725 0.958025 -0.000679 0.790 -0.533 0.703 -0.48
O -1.276053 2.563004 0.142330 -2.624 -0.575 -0.133 -0.68

***

# 6
46
Properties=species:S:1:pos:R:3:forces:R:3:nbo_charge:R:1 method="wB97M-V/def2-TZVPD" e_lumo_ev=1.620 molar_mass_g_mol=661.03 multiplicity=1 fmax_ha_per_bohr=0.0122 orbital_gap_ev=8.88 e_tot_ev=-153105.5207 charge=-1
O -2.355406 -3.140956 2.942633 0.027 -0.101 0.077 -0.91
S -1.039536 -2.959589 2.437454 -0.043 0.508 -0.142 2.55
O -0.130881 -4.045857 2.439005 0.096 -0.186 0.033 -0.90
F -0.401580 -1.811579 3.295142 0.036 -0.133 -0.021 -0.48
N -1.002680 -2.181998 1.007118 -0.422 -0.021 0.175 -0.71
C -0.744634 -0.736740 0.917041 0.205 0.042 0.053 -0.22
C 0.734336 -0.342045 1.045539 -0.020 -0.077 -0.176 -0.44
C 1.377714 0.025311 -0.276636 -0.099 0.008 0.180 -0.40
Br 1.342220 -1.472766 -1.532004 0.013 -0.040 -0.079 -0.07
C -1.729890 -2.870663 -0.067310 0.440 -0.155 -0.110 -0.22
C -2.964542 -2.189605 -0.649490 -0.095 0.010 -0.099 -0.49
C -4.289775 -2.349366 0.080682 0.012 0.151 0.182 0.64
F -4.261992 -3.434705 0.883075 -0.069 -0.202 0.038 -0.31
F -5.300440 -2.551872 -0.805159 -0.063 -0.028 -0.104 -0.33
C -4.755067 -1.194564 1.014092 0.093 0.009 0.344 0.48
F -5.898261 -1.561818 1.613234 0.426 0.141 -0.060 -0.30
F -3.811459 -0.991810 1.953243 -0.497 -0.033 -0.380 -0.30
S -5.089034 0.504236 0.205504 0.153 0.025 -0.122 2.36
F -6.629672 0.196716 0.047026 -0.038 -0.122 0.040 -0.45
F -5.329870 1.106315 1.649746 -0.052 -0.057 0.105 -0.45
F -3.537813 0.862699 0.301451 0.010 -0.019 0.049 -0.47
F -4.838851 -0.038920 -1.270601 -0.037 -0.038 0.024 -0.47
F -5.343973 1.931886 -0.399030 0.001 0.172 -0.071 -0.44
H -1.359328 -0.203576 1.642167 -0.002 0.026 -0.024 0.21
H -1.073649 -0.438773 -0.076055 -0.124 0.003 0.008 0.21
H 0.815425 0.539181 1.685414 0.068 -0.029 0.068 0.23
H 1.304740 -1.144980 1.508648 0.006 0.024 0.101 0.23
H 0.839259 0.829650 -0.772158 0.070 0.023 -0.051 0.21
H 2.419764 0.291122 -0.140105 0.011 0.031 -0.070 0.27
H -1.972715 -3.877201 0.271072 -0.041 0.008 0.019 0.23
H -1.025222 -2.987140 -0.893597 -0.039 0.025 0.009 0.23
H -2.772287 -1.140838 -0.848208 -0.004 0.047 -0.018 0.24
H -3.136625 -2.646034 -1.625983 -0.001 -0.010 -0.003 0.25
B 5.544330 3.081167 -1.356406 0.022 0.013 -0.007 1.16
O 6.104413 2.575173 -2.617548 0.002 -0.008 0.012 -0.66
C 5.940509 3.472981 -3.578561 -0.020 0.027 0.021 0.68
O 6.285072 3.369539 -4.718543 0.009 -0.013 -0.008 -0.56
C 5.212530 4.692153 -2.951661 0.014 -0.033 -0.007 0.68
O 4.895406 5.693460 -3.522823 -0.008 0.013 0.005 -0.56
O 5.008013 4.413625 -1.672156 -0.002 0.001 0.016 -0.66
O 4.487254 2.185033 -0.830678 -0.013 -0.012 -0.008 -0.65
C 4.811568 1.764427 0.375883 -0.007 0.035 -0.023 0.69
O 4.156650 1.033946 1.067955 0.004 -0.027 0.049 -0.59
C 6.182725 2.388891 0.741059 -0.042 -0.002 -0.021 0.68
O 6.776535 2.221806 1.765312 0.019 0.005 0.005 -0.55
O 6.556717 3.134077 -0.284787 0.002 0.000 -0.008 -0.65

***

# 7
27
Properties=species:S:1:pos:R:3:forces:R:3:nbo_charge:R:1 method="wB97M-V/def2-TZVPD" e_lumo_ev=0.236 relative_energy_kcal_mol=0.0 molar_mass_g_mol=332.24 multiplicity=1 smiles="O=c1cc(N2CCSCC2)oc2c(Br)csc12" fmax_ha_per_bohr=0.0577 orbital_gap_ev=8.73 e_tot_ev=-108866.1711 charge=0
O 2.433423 -2.621122 -0.947303 0.746 -1.067 -0.653 -0.60
Br -2.638969 -2.370991 3.138610 1.098 -0.131 -0.913 0.06
O -0.402537 -0.670390 1.130382 0.193 0.639 -0.255 -0.44
S 0.595459 -4.461106 0.825941 -1.201 0.900 0.453 0.48
S -0.891619 2.990368 -2.160967 -0.301 -0.118 -0.006 0.18
C 1.571614 -2.042193 -0.314535 1.620 -0.053 -0.739 0.46
C -0.816592 -4.235735 1.886220 0.344 -0.037 -0.626 -0.38
C 1.501534 -0.620734 -0.367442 -2.026 0.276 1.288 -0.45
C -1.141508 -2.916542 2.007055 -0.292 0.449 0.356 -0.14
C -0.263925 -2.032234 1.233565 -0.876 -0.941 0.117 0.26
C 0.646618 -2.746890 0.514955 -0.882 -0.115 1.251 -0.32
C 0.479073 0.004793 0.325147 1.834 1.774 -1.516 0.57
N 0.372298 1.430698 0.232252 -1.302 -1.496 1.467 -0.44
C -1.768724 2.103396 -0.790192 -0.266 0.419 -0.512 -0.53
C 0.709069 2.105677 -2.109475 0.188 0.791 0.471 -0.55
C -0.964010 2.047657 0.474219 0.677 0.135 0.926 -0.24
C 1.227980 2.227993 -0.674215 0.034 -1.449 0.028 -0.23
H -1.397144 -5.103594 2.276720 0.825 0.959 -0.263 0.26
H 2.217934 -0.126403 -1.007867 -0.265 0.048 0.156 0.24
H -1.945514 1.085604 -1.093489 -0.295 -0.433 -0.402 0.21
H -2.752528 2.606178 -0.635511 0.792 -0.257 -0.219 0.24
H 0.548586 1.060201 -2.364631 0.112 -0.038 -0.037 0.23
H 1.462792 2.537663 -2.806646 -0.912 -0.061 0.248 0.24
H -0.810135 3.064332 0.851541 0.215 -0.090 -0.050 0.21
H -1.500573 1.520002 1.291236 0.386 0.030 -0.645 0.23
H 2.272919 1.927836 -0.633341 0.001 -0.489 0.241 0.21
H 1.254480 3.235539 -0.282228 -0.449 0.355 -0.164 0.22

***

# 8
33
Properties=species:S:1:pos:R:3:forces:R:3:lowdin_spin:R:1 method="wB97M-V/def2-TZVPD" e_lumo_ev="2.666 / 2.662" relative_energy_kcal_mol=0.0 molar_mass_g_mol=483.31 multiplicity=2 fmax_ha_per_bohr=0.1216 orbital_gap_ev="4.47 / 4.53" e_tot_ev=-52493.0740 charge=-1
C -0.930205 1.377741 -3.170764 0.754 1.039 -0.333 0.01
C 0.466366 1.126941 -3.384165 -0.294 1.016 -0.321 0.00
C 1.213629 1.934724 -2.466544 -0.656 0.822 -0.690 0.00
C 0.282985 2.694015 -1.678857 -0.038 0.621 -1.327 0.01
C -1.046045 2.335178 -2.102141 0.362 0.893 -1.012 0.02
Ce -0.144938 0.319705 -0.969449 -0.567 -6.224 0.138 0.99
N -1.176171 -1.749629 -1.056926 -2.183 0.072 0.291 -0.01
C -0.535411 -2.988179 -1.472729 1.067 1.801 0.176 0.00
C 0.768407 -2.354354 -1.893589 1.164 0.837 -0.391 -0.02
H 2.305447 1.986097 -2.398170 -0.527 -0.118 0.036 0.00
H 0.888354 0.452515 -4.137190 -0.224 0.255 0.525 0.00
H 0.537385 3.398278 -0.878391 -0.130 -0.387 -0.346 0.00
H -1.982196 2.724394 -1.686569 0.444 -0.128 -0.205 0.00
H -1.756555 0.906888 -3.708815 0.375 0.123 0.318 0.00
H 0.871285 -2.061825 -2.947672 0.309 -0.550 0.245 0.00
H -1.045708 -3.538759 -2.282353 -0.090 0.045 0.111 0.00
H -2.133187 -1.937726 -0.752406 -0.529 0.112 0.233 0.00
H 1.662421 -2.551426 -1.298859 0.069 -0.301 -0.521 0.00
H -0.368609 -3.664963 -0.618708 -0.127 -0.150 -0.118 0.00
F -1.089225 2.120080 2.198617 -0.192 -0.901 0.703 0.00
C -1.135249 0.852536 2.703871 -0.447 0.046 -0.513 0.00
F -1.435028 0.908889 4.020622 -0.032 0.176 -0.792 0.00
F -2.161431 0.230912 2.048731 0.796 0.627 0.785 0.00
C 0.202103 0.116727 2.416188 0.518 0.044 -2.119 0.00
O 0.416904 0.154812 1.036374 0.222 0.078 4.524 0.00
C 1.413451 0.848856 3.039771 0.293 0.120 -0.174 0.00
F 1.349280 0.900063 4.392552 0.294 0.166 -0.597 0.00
F 2.562651 0.230001 2.680321 -0.705 0.594 0.554 0.00
F 1.480022 2.118758 2.559250 0.107 -0.793 0.647 0.00
C 0.142020 -1.370312 2.860997 -0.108 -0.806 -0.619 0.00
F -0.035377 -1.492280 4.202161 0.143 -0.135 -0.606 0.00
F -0.872086 -2.017832 2.235136 0.826 0.559 0.812 0.00
F 1.284714 -2.010828 2.509702 -0.894 0.446 0.584 0.00